82
Properties=species:S:1:pos:R:3:mulliken_charge:R:1 method="wB97M-V/def2-TZVPD" molar_mass_g_mol=763.0 spin_multiplicity=2 s_squared=0.786 total_charge=-2 energy_ha=-1906.39779 orbital_gap_ev="3.735 / 3.823" e_above_lowest_ev=1.8190 e_homo_ev="0.8 / 0.7" e_lumo_ev="4.56 / 4.55"
Ir -0.35986 -0.32863 0.31403 -0.240
C 2.11860 2.38401 2.01159 -1.354
C 1.02606 1.87905 2.96184 -0.269
C -0.39989 2.27062 2.59134 -1.498
N -1.00921 1.53397 1.49294 0.470
C -2.16923 1.94680 1.07449 1.191
C -2.89687 3.02607 1.70181 -1.276
C -3.92853 3.80773 1.24769 -0.299
C -4.68307 3.73730 0.06924 -0.635
C -4.65149 2.66841 -0.81152 -0.542
C -3.92298 1.49224 -0.77401 -0.508
C -2.85243 1.08388 0.05764 0.480
N -2.37304 -0.13442 0.03457 0.075
C -3.11775 -1.24022 -0.51578 -1.087
C -2.63730 -2.52749 0.16553 -0.817
C -2.10404 -2.34100 1.59230 -1.143
N -0.73443 -1.84971 1.54900 0.275
C 0.13429 -2.06709 2.49141 1.336
C -0.20293 -2.59937 3.76955 -1.066
C 0.60091 -3.15448 4.74755 -0.310
C 1.97235 -3.37318 4.77092 -0.597
C 2.86850 -2.94762 3.78183 -0.338
C 2.68330 -2.17092 2.66567 -1.009
C 1.49118 -1.57578 2.12823 -0.019
N 1.48436 -0.63586 1.23375 1.003
C 2.68781 0.12987 0.94876 -1.236
C 2.33399 1.59567 0.72319 0.668
H 3.06315 2.42809 2.57070 0.440
H 1.87350 3.41972 1.74308 0.396
H 1.20989 2.32826 3.94562 0.503
H 1.08662 0.80059 3.10673 -0.223
H -0.41780 3.34940 2.37975 0.573
H -1.02244 2.12476 3.48779 0.496
H -2.53540 3.29427 2.68569 0.302
H -4.20230 4.61711 1.92294 0.292
H -5.38210 4.54116 -0.12952 0.314
H -5.32381 2.74472 -1.66383 0.277
H -4.13268 0.79241 -1.57382 0.251
H -2.97267 -1.33117 -1.59878 0.228
H -4.18612 -1.07401 -0.31728 0.683
H -1.81408 -2.93318 -0.42655 0.186
H -3.44831 -3.26341 0.16979 0.555
H -2.11574 -3.31374 2.09672 0.757
H -2.73035 -1.65479 2.17833 0.247
H -1.26306 -2.55896 3.99212 0.369
H 0.06172 -3.49305 5.63040 0.289
H 2.37843 -3.91692 5.61571 0.281
H 3.89722 -3.27408 3.92286 0.295
H 3.56636 -2.00072 2.06217 0.350
H 3.18963 -0.28530 0.07107 0.271
H 3.37102 0.06098 1.80694 0.663
H 1.44472 1.64973 0.09492 -0.849
H 3.13300 2.05833 0.13796 0.623
C 3.01581 0.90909 -4.19724 -1.999
C 2.08505 1.23663 -3.02978 1.039
O 2.45340 0.92764 -1.91324 -0.366
C 0.84197 1.97968 -3.30414 1.208
C 0.73945 2.60487 -4.56260 -0.830
C -0.27797 3.45546 -4.92675 -0.977
C -1.28024 3.71117 -3.97045 -0.581
C -1.24601 3.10380 -2.75070 -0.691
C -0.21548 2.16921 -2.33777 -0.510
O -0.38778 1.62987 -1.20576 0.139
H 3.82143 0.29647 -3.79939 0.367
H 3.43224 1.81881 -4.63567 0.446
H 2.49760 0.35941 -4.98308 0.390
H 1.52521 2.42172 -5.28528 0.227
H -0.29723 3.91481 -5.90743 0.338
H -2.09672 4.38924 -4.20543 0.407
H -2.02845 3.26980 -2.01931 0.355
C -0.11678 -1.53685 -1.16613 -1.079
C 0.77660 -2.56758 -1.49057 0.967
C 1.06698 -2.85276 -2.86749 -0.933
C 1.89226 -3.88035 -3.25408 -0.432
C 2.47732 -4.75054 -2.32074 -0.507
C 2.19392 -4.52425 -0.96822 -0.758
C 1.39521 -3.47872 -0.55896 0.169
H 0.60437 -2.21207 -3.60995 0.385
H 2.08640 -4.02594 -4.31462 0.307
H 3.11904 -5.56541 -2.63302 0.341
H 2.62432 -5.17820 -0.21295 0.355
H 1.21136 -3.34506 0.49571 0.397